No. 1
{"formula": "C13H19ClN5O8PPt", "method": "wB97M-V/def2-TZVPD", "gap_ev": 8.17, "total_charge": 0, "lumo_ev": -0.276, "multiplicity": 1, "homo_ev": -8.4, "e_above_lowest_kj_mol": 114.66, "symbols": ["Pt", "C", "O", "P", "O", "C", "O", "C", "H", "H", "H", "H", "H", "H", "H", "H", "H", "Cl", "C", "C", "O", "O", "H", "H", "N", "N", "N", "C", "N", "N", "H", "H", "H", "O", "C", "C", "C", "C", "C", "C", "C", "O", "O", "H", "H", "H", "H", "H"], "positions_angstrom": [[0.9919, -0.7179, -0.3752], [-1.0180, 0.6381, 2.2849], [-0.2058, -0.5260, 2.5409], [1.1345, -0.7617, 1.7324], [1.6755, -2.0790, 2.3984], [1.3172, -3.3749, 1.8773], [2.1431, 0.3508, 2.1971], [2.5996, 0.4160, 3.5607], [-1.6895, 0.7276, 3.1337], [-1.5820, 0.4898, 1.3679], [-0.3925, 1.5275, 2.2073], [1.9137, -4.0937, 2.4300], [1.5593, -3.4217, 0.8177], [0.2565, -3.5599, 2.0408], [3.1027, 1.3723, 3.6647], [3.2944, -0.3989, 3.7518], [1.7577, 0.3595, 4.2506], [5.7149, -2.5252, -0.3098], [5.0436, -1.2873, -1.3982], [3.5947, -0.9370, -1.1465], [3.0487, -0.1400, -1.9135], [2.9730, -1.4527, -0.1565], [5.1433, -1.6395, -2.4207], [5.6335, -0.3815, -1.2847], [2.2078, 5.3384, -1.3992], [1.4330, 4.2103, -1.1674], [0.1898, 4.1203, -1.5715], [-0.0990, 2.8766, -1.2105], [0.9428, 2.2588, -0.6339], [1.9158, 3.1358, -0.6056], [1.8394, 6.0926, -0.8291], [3.1423, 5.0999, -1.0859], [-1.0469, 2.4061, -1.3981], [-3.4524, 0.2904, -3.3605], [-3.9522, -0.4112, -2.3331], [-5.3252, -0.6664, -2.3240], [-5.8882, -1.3830, -1.2902], [-5.1053, -1.8647, -0.2404], [-3.7495, -1.6154, -0.2462], [-3.1538, -0.8908, -1.2819], [-1.6958, -0.6188, -1.2795], [-1.0273, -1.1153, -0.2901], [-1.1554, 0.0568, -2.1689], [-2.4816, 0.3648, -3.2107], [-5.9217, -0.2898, -3.1436], [-6.9540, -1.5735, -1.2974], [-5.5559, -2.4280, 0.5649], [-3.1164, -1.9787, 0.5519]], "nbo_charge": [0.709, -0.260, -0.821, 2.124, -0.820, -0.250, -0.813, -0.254, 0.201, 0.211, 0.191, 0.203, 0.213, 0.190, 0.203, 0.201, 0.188, -0.054, -0.478, 0.756, -0.683, -0.729, 0.242, 0.241, -0.601, 0.148, -0.260, 0.108, -0.302, -0.066, 0.371, 0.383, 0.227, -0.685, 0.443, -0.306, -0.161, -0.272, -0.135, -0.311, 0.785, -0.748, -0.718, 0.513, 0.224, 0.213, 0.214, 0.226]}

---

No. 2
{"formula": "C13H19GaN", "method": "wB97M-V/def2-TZVPD", "gap_ev": [5.77, 5.77], "total_charge": -1, "lumo_ev": [2.765, 2.760], "multiplicity": 1, "homo_ev": [-3.0, -3.0], "e_above_lowest_kj_mol": 490.22, "symbols": ["C", "C", "C", "C", "C", "Ga", "N", "C", "C", "H", "H", "H", "H", "H", "H", "H", "H", "H", "H", "C", "C", "C", "C", "C", "C", "H", "H", "H", "H", "H", "H", "H", "H", "H"], "positions_angstrom": [[-3.6968, -1.4426, -2.2721], [-3.8047, -2.1118, -1.0019], [-2.5299, -2.1589, -0.4196], [-1.5855, -1.4899, -1.3019], [-2.3538, -1.0704, -2.4655], [-1.3746, 0.7929, -0.6621], [-1.1186, 1.5897, -2.7157], [-2.6289, 1.9344, 0.1868], [-2.6510, 0.9251, 1.0969], [-2.2463, -2.6756, 0.5055], [-4.7182, -2.6020, -0.6331], [-0.5191, -1.7341, -1.3134], [-1.9230, -0.5890, -3.3508], [-4.5137, -1.3504, -3.0020], [-3.5402, 0.2439, 0.9945], [-2.0229, 2.8635, 0.2223], [-0.8328, 2.4148, -2.0972], [-1.9332, 1.0611, 1.9470], [-3.3570, 1.9791, -0.6768], [3.9178, 0.0821, -0.1301], [2.9619, 0.2318, 1.0643], [3.2077, -0.9284, 2.0420], [3.2421, 1.5728, 1.7737], [1.5656, 0.1651, 0.5927], [0.3595, 0.1120, 0.2280], [4.9828, 0.1285, 0.1519], [3.7259, 0.8702, -0.8674], [3.7320, -0.8813, -0.6182], [4.2343, -0.9568, 2.4490], [2.5088, -0.8633, 2.8858], [3.0141, -1.8774, 1.5262], [3.0525, 2.4055, 1.0865], [2.5702, 1.6868, 2.6321], [4.2753, 1.6727, 2.1426]], "mulliken_charge": [-0.652, -0.244, -1.046, -0.200, -0.686, 0.238, -0.572, -0.038, -0.603, 0.334, 0.379, 0.707, 0.411, 0.405, 0.267, 0.238, -0.009, 0.279, 0.156, -1.540, 2.137, -1.566, -1.572, 0.912, -2.041, 0.361, 0.373, 0.375, 0.356, 0.369, 0.381, 0.373, 0.365, 0.354]}

---

No. 3
{"formula": "C13H19ILuN5OS", "method": "wB97M-V/def2-TZVPD", "gap_ev": [1.40, 1.67], "total_charge": -2, "lumo_ev": [3.796, 4.071], "multiplicity": 1, "homo_ev": [2.4, 2.4], "e_above_lowest_kj_mol": 0.00, "symbols": ["C", "I", "H", "H", "H", "C", "C", "N", "C", "N", "H", "H", "C", "C", "N", "H", "N", "H", "Lu", "C", "O", "C", "C", "H", "H", "H", "C", "H", "H", "H", "C", "H", "H", "H", "C", "H", "H", "H", "S", "C", "N"], "positions_angstrom": [[0.3798, -1.5418, -2.6922], [0.9689, 4.4059, -0.1700], [0.9408, -0.6562, -3.0367], [-0.7021, -1.4089, -2.8552], [0.7058, -2.4131, -3.2739], [1.7123, -0.8812, 2.6640], [2.1711, 0.3358, 2.3327], [1.8628, 0.5428, 0.9739], [1.1843, -0.6008, 0.5144], [1.1476, -1.4517, 1.5435], [1.7537, -1.4128, 3.6035], [2.7219, 1.0666, 2.8966], [-2.9454, 0.5848, -0.5420], [-0.8293, -0.0269, -0.8913], [-1.9897, -0.3724, -0.3149], [-2.7974, 2.4715, -1.6986], [-1.0484, 1.2271, -1.4524], [-3.9551, 0.4689, -0.1722], [0.3681, 2.0922, 0.1634], [0.4462, -0.7536, -0.7380], [0.6604, -1.8933, -1.3636], [-2.3890, 1.5717, -1.2698], [-0.2197, 1.7921, -2.5149], [0.7882, 2.1004, -2.1569], [-0.7315, 2.6744, -2.9175], [-0.0831, 1.0454, -3.3116], [-2.2417, -1.5972, 0.4375], [-3.3242, -1.7647, 0.4449], [-1.8995, -1.4940, 1.4770], [-1.7507, -2.4523, -0.0425], [0.6776, -2.8344, 1.5075], [1.4162, -3.4660, 2.0161], [0.5720, -3.1565, 0.4695], [-0.2795, -2.9243, 2.0367], [2.8374, 1.2178, 0.1093], [3.5388, 0.4717, -0.3037], [3.3890, 1.9540, 0.7045], [2.3671, 1.7229, -0.7697], [-2.7184, 1.6336, 3.9852], [-1.7324, 1.8016, 2.7711], [-0.9731, 1.9210, 1.8361]], "mulliken_charge": [-1.150, 0.621, 0.020, 0.146, 0.550, -0.250, -1.525, 0.825, -1.584, 2.550, 0.350, 0.484, -0.511, -1.271, 0.355, 0.300, 1.098, 0.518, -1.036, 0.412, 0.300, -0.896, -1.493, 0.076, 0.398, 0.527, -0.883, 0.407, 0.149, 0.321, -2.054, 0.584, 0.318, 0.312, -1.396, 0.472, 0.382, 0.295, -0.547, 0.442, -0.618]}

---

Which formula does entry 3 have?
C13H19ILuN5OS

---

Number 1 is which compound?
C13H19ClN5O8PPt

---

Number 3 is which compound?
C13H19ILuN5OS